A cluster of 3 separate species, C35H74BFN9O4P2 in total in a non-equilibrium geometry, computed with ωB97M-V/def2-TZVPD.

The geometry in XYZ format:
```
126
Properties=species:S:1:pos:R:3:forces:R:3:lowdin_charge:R:1
C 2.7214 -1.9870 5.1120 -0.6 -0.3 -0.1 -0.08
C 1.2164 -1.6065 5.2276 -0.4 -0.6 -0.6 -0.24
C 0.8169 -0.3549 4.4313 0.9 0.4 0.0 -0.18
C 1.1857 -0.4229 2.9211 0.2 -0.2 1.2 -0.17
N 0.8614 -1.7269 2.3225 0.4 1.3 -0.1 0.05
C 1.0148 -1.8207 0.8775 -1.4 -0.1 -1.6 -0.29
C 2.3927 -2.1959 0.2596 0.8 0.0 -0.1 0.01
C 3.5886 -2.1332 1.2294 0.0 -0.6 1.1 -0.30
O 3.6945 -3.0361 2.0470 -0.3 0.6 -0.6 0.10
C 4.6871 -1.0883 1.2002 0.3 -0.3 -0.6 -0.15
C 4.5715 0.2554 1.5077 -0.9 0.5 0.2 -0.05
C 5.6604 1.1134 1.4880 0.5 0.4 0.1 -0.07
C 6.9101 0.6315 1.1552 0.6 -0.6 -0.2 -0.07
C 7.0515 -0.7173 0.8362 0.2 0.0 0.0 -0.06
C 5.9598 -1.5570 0.8593 -0.2 -0.7 0.0 -0.03
C 0.4655 -0.6201 -0.0098 0.1 0.9 0.2 -0.13
C 1.2833 0.7043 -0.0838 -0.8 0.1 0.2 -0.13
C 0.5823 2.0038 0.3605 0.7 0.6 0.0 -0.22
C 1.6774 3.0677 0.6451 -1.1 -0.4 0.0 -0.19
C 1.0877 4.4594 1.0157 1.4 0.0 -0.3 -0.26
N 1.5095 5.4424 -0.0008 -0.3 -0.3 0.2 0.00
C -1.0373 -0.6440 0.2463 0.1 -0.4 0.1 -0.08
C -2.1274 0.3721 0.1917 0.4 0.6 -0.3 0.05
N -1.2973 -1.8760 0.5108 0.4 1.9 -0.3 0.04
F -2.5946 -2.1859 0.7377 0.3 -0.9 0.0 0.13
C -0.1596 -2.8126 0.4945 -0.5 -2.7 -0.3 -0.23
C -0.1252 -3.5233 -0.8888 -0.7 1.0 -0.6 0.01
B -0.4957 -4.0304 1.5222 0.3 -0.5 0.8 -0.42
C -1.3015 -3.9235 2.8738 0.0 0.1 -0.5 0.00
O -0.0349 -5.2827 1.1360 0.8 1.1 0.2 0.13
H 2.8172 -2.9440 4.5784 0.1 0.3 0.1 0.06
H 3.1640 -2.1613 6.0972 0.1 0.3 -0.2 0.08
H 3.2827 -1.2503 4.5254 0.1 -0.1 0.4 0.07
H 0.8700 -1.5422 6.2653 0.2 0.2 -0.2 0.11
H 0.6466 -2.4477 4.7961 0.0 0.2 0.3 0.08
H 1.4322 0.4764 4.8209 -0.3 -0.1 -0.1 0.12
H -0.2240 -0.0399 4.5771 0.1 -0.4 0.0 0.11
H 2.2756 -0.2790 2.8827 -0.3 0.4 -0.3 0.09
H 0.6448 0.4119 2.4636 0.3 -0.3 -0.3 0.11
H 1.5085 -2.3838 2.7598 -0.2 -0.2 -0.2 0.11
H 2.6556 -1.6006 -0.6266 -0.4 0.1 0.3 0.14
H 2.3662 -3.2328 -0.1024 0.1 0.2 0.3 0.13
H 3.6160 0.6776 1.8085 0.2 -0.1 -0.1 0.07
H 5.5770 2.1681 1.7438 -0.3 -0.3 0.0 0.11
H 7.8179 1.2293 1.1440 -0.4 0.2 0.1 0.11
H 8.0246 -1.1388 0.5921 -0.2 0.2 0.0 0.11
H 6.0958 -2.6157 0.6384 -0.1 0.2 0.0 0.13
H 0.5097 -0.9741 -1.0542 0.0 -0.4 0.4 0.15
H 2.2014 0.5638 0.4924 -0.2 0.1 -0.1 0.08
H 1.6008 0.8573 -1.1239 0.0 -0.1 0.3 0.13
H -0.1005 1.8810 1.2131 0.3 -0.1 0.0 0.10
H -0.0250 2.4366 -0.4509 0.1 -0.3 0.1 0.12
H 2.2472 3.1576 -0.2882 0.1 0.2 0.3 0.11
H 2.3591 2.7119 1.4305 -0.2 0.0 -0.1 0.10
H 1.5814 4.7574 1.9503 -0.5 0.0 -0.1 0.11
H 0.0001 4.4412 1.1714 0.2 -0.1 0.0 0.11
H 1.8351 6.2922 0.4381 -0.3 0.1 -0.2 0.05
H 0.7561 5.6384 -0.6488 0.1 0.3 0.1 0.07
H -3.0633 0.0017 -0.2349 0.2 -0.3 0.3 0.11
H -1.8168 1.2222 -0.4226 0.0 -0.2 0.3 0.09
H -2.3089 0.7369 1.2139 0.0 -0.1 -0.2 0.12
H -0.1763 -2.8191 -1.7357 0.1 -0.1 0.2 0.10
H 0.7408 -4.1636 -1.0529 -0.2 0.0 0.3 0.09
H -1.0506 -4.1117 -0.9671 0.4 -0.1 -0.1 0.10
H -1.5399 -2.8855 3.1228 0.0 -0.3 0.3 0.06
H -0.7619 -4.4169 3.6976 -0.1 0.3 -0.1 0.08
H -2.2274 -4.5127 2.7563 0.2 0.2 0.0 0.09
H 0.4864 -5.6375 1.8703 -0.5 -0.6 -0.1 0.13
O -2.3446 7.5926 -1.7185 -0.2 2.0 -3.2 -0.31
P -2.3760 9.0024 -1.1564 0.2 -1.8 6.5 0.72
N -0.7939 8.9691 -0.4687 0.7 -0.6 -0.4 -0.31
C -0.3352 9.6013 0.7458 -0.4 0.8 0.0 -0.13
C 0.3006 8.8741 -1.4289 -0.1 -0.4 -0.3 -0.14
N -3.6326 8.6942 0.0077 -0.5 0.1 0.6 -0.35
C -3.3056 8.1077 1.2964 0.4 0.2 0.1 -0.13
C -4.7808 7.9945 -0.5660 0.1 0.0 -0.3 -0.15
N -2.5880 10.6945 -0.9050 0.1 -0.1 -2.9 -0.32
C -1.9011 11.5848 -1.8384 0.3 -0.1 0.1 -0.13
C -3.2250 11.3801 0.2026 -0.9 0.0 0.1 -0.11
H -0.1130 10.6717 0.6194 0.0 0.0 0.1 0.08
H 0.5823 9.1191 1.0918 0.0 -0.1 -0.2 0.08
H -1.0406 9.4976 1.5665 -0.1 0.1 -0.1 0.05
H 0.5795 9.8588 -1.8269 0.2 0.0 0.1 0.07
H 0.0284 8.2400 -2.2738 -0.1 0.0 0.1 0.07
H 1.1858 8.4218 -0.9728 0.0 0.1 0.1 0.07
H -2.6214 7.2524 1.2133 0.0 0.0 0.1 0.08
H -4.2100 7.7736 1.8078 -0.1 0.0 -0.2 0.08
H -2.8720 8.8543 1.9654 0.1 -0.1 0.0 0.06
H -4.6013 6.9180 -0.6659 0.0 0.0 -0.1 0.07
H -5.0177 8.3877 -1.5565 0.0 0.0 0.0 0.08
H -5.6639 8.1432 0.0601 0.1 0.1 0.1 0.08
H -0.9897 12.0031 -1.3952 0.0 0.1 0.0 0.08
H -2.5454 12.4090 -2.1509 0.0 0.0 0.0 0.08
H -1.6168 11.0487 -2.7461 0.0 0.0 0.0 0.08
H -2.6263 11.3237 1.1155 0.0 -0.1 0.0 0.08
H -4.2203 10.9960 0.4079 0.1 -0.1 0.1 0.08
H -3.3595 12.4397 -0.0293 0.2 -0.1 -0.2 0.08
O -0.1367 -6.3000 -3.7683 -0.4 2.0 3.5 -0.31
P -1.0274 -7.2988 -3.0431 -0.4 -4.6 -5.5 0.72
N 0.1038 -8.6020 -3.1339 0.9 0.2 0.1 -0.31
C -0.1705 -10.0099 -3.3046 -0.7 -0.2 0.5 -0.13
C 1.3286 -8.4217 -2.3613 0.1 0.4 -0.2 -0.14
N -2.2458 -7.3694 -4.2804 -0.7 -0.1 -0.3 -0.35
C -2.0573 -8.2234 -5.4444 0.2 -0.4 0.2 -0.13
C -2.6901 -6.0477 -4.7180 0.1 0.2 0.2 -0.15
N -2.0774 -8.1697 -1.9794 0.7 2.2 1.7 -0.32
C -1.6716 -8.2436 -0.5784 0.3 -0.2 -0.1 -0.13
C -3.2337 -8.9837 -2.3017 -0.8 0.4 -0.3 -0.11
H -0.4699 -10.5092 -2.3701 0.0 -0.1 0.0 0.08
H 0.7224 -10.5192 -3.6722 0.1 0.2 0.1 0.09
H -0.9371 -10.2018 -4.0506 -0.1 0.1 0.1 0.05
H 1.1912 -8.7144 -1.3107 0.1 -0.1 0.0 0.07
H 1.6509 -7.3797 -2.3791 -0.1 0.0 -0.1 0.07
H 2.1478 -9.0103 -2.7808 -0.1 -0.1 0.0 0.08
H -1.0543 -8.1344 -5.8786 0.0 0.0 -0.1 0.09
H -2.7877 -7.9843 -6.2189 0.0 0.2 0.1 0.08
H -2.2531 -9.2682 -5.1955 0.1 0.0 0.0 0.06
H -1.9901 -5.5890 -5.4250 0.0 0.1 0.0 0.08
H -2.7950 -5.3730 -3.8643 0.0 0.0 0.0 0.07
H -3.6702 -6.1181 -5.1958 0.0 -0.1 0.0 0.08
H -1.2240 -9.2163 -0.3426 -0.1 0.0 0.1 0.08
H -2.5190 -8.0796 0.0918 0.0 0.0 0.0 0.08
H -0.9353 -7.4704 -0.3472 0.0 0.0 0.0 0.06
H -2.9491 -9.9222 -2.7833 0.1 0.0 -0.1 0.08
H -3.9419 -8.4601 -2.9380 0.1 0.0 -0.1 0.08
H -3.7865 -9.2421 -1.3944 0.3 0.1 0.2 0.08
```
Forces are in eV/Å.

Summary:
E in eV: -81056.081
Frontier orbital gap in eV: 6.3980
HOMO level in eV: -9.57
Net charge: +1
LUMO level in eV: -3.2

A cluster of 2 separate species, C2H6NO3S3 in total in a non-equilibrium geometry, computed with ωB97M-V/def2-TZVPD.

The geometry in XYZ format:
```
15
Properties=species:S:1:pos:R:3:forces:R:3:lowdin_charge:R:1
C 0.8598 -0.9275 -0.1690 -1.3 -1.6 -1.1 -0.82
C 1.5843 0.3088 0.2743 1.5 -0.6 -2.4 -0.14
N 0.7428 1.3894 -0.3695 0.3 -0.8 4.2 0.18
O -2.3659 -0.9196 1.2335 -0.6 0.3 -0.8 -0.31
O -1.8136 1.2277 0.3174 0.8 1.4 -0.1 -0.39
O -0.0022 -0.8913 -1.0679 1.6 0.5 1.5 -0.04
S -4.1491 0.1302 -0.9274 1.2 -0.3 1.1 0.49
S 1.2672 -2.3699 0.6915 -1.1 -1.3 -1.7 0.93
S -2.6912 0.1117 0.2879 -1.6 -1.6 -0.1 0.33
H 2.6529 0.3171 -0.0931 -1.2 0.0 -0.5 0.17
H 1.8338 0.2797 1.3123 -1.1 0.8 1.1 0.12
H -0.0734 1.3941 0.3460 0.9 1.3 -1.4 0.14
H 0.2704 0.9419 -1.1636 0.4 0.2 -0.9 0.14
H 1.3549 2.2006 -0.4112 -0.9 0.5 -0.6 0.18
H 0.5293 -3.1931 -0.2612 1.1 1.2 1.6 0.02
```
Forces are in eV/Å.

Summary:
E in eV: -42300.777
Frontier orbital gap in eV: 9.4287
HOMO level in eV: -14.00
Net charge: +1
Energy relative to the best compared isomer or geometry (same formula, charge and spin) in kcal/mol: 2.9
LUMO level in eV: -4.6

The molecule C12H8O2 in a non-equilibrium geometry, computed with ωB97M-V/def2-TZVPD.

The geometry in XYZ format:
```
22
Properties=species:S:1:pos:R:3:forces:R:3:lowdin_charge:R:1
O -3.3532 2.1568 1.4581 0.4 -0.6 3.4 -0.02
C -2.2871 1.2352 1.3906 -1.1 0.2 -0.9 -0.28
C -2.0615 0.3651 2.4564 0.7 -0.4 0.0 -0.03
C -0.9543 -0.4824 2.3943 0.1 -0.5 -0.2 0.02
C -0.2326 -0.4468 1.2116 0.8 -0.8 1.4 -0.22
O 0.9397 -1.1278 1.0517 0.2 -0.5 -0.2 0.10
C 1.3351 -0.8651 -0.2305 2.2 -1.5 0.4 -0.20
C 2.4596 -1.5282 -0.7944 -0.2 1.3 0.0 0.03
C 2.8318 -1.0761 -2.0488 -2.5 0.8 0.0 -0.09
C 2.0053 -0.2032 -2.7802 -2.1 1.4 0.8 -0.08
C 0.7805 0.3138 -2.2469 1.2 -0.7 1.1 0.02
C 0.5205 0.0455 -0.8686 0.3 -0.9 -2.0 -0.09
C -0.5283 0.2661 0.0822 -0.2 0.6 0.3 -0.13
C -1.5845 1.1089 0.1716 -1.8 1.0 1.1 0.06
H -3.5597 2.2359 2.4960 0.5 -0.2 -3.6 0.16
H -2.7529 0.2946 3.2925 0.1 0.3 0.0 0.11
H -0.6397 -1.2265 3.1573 -0.5 0.9 -0.4 0.14
H 3.0973 -2.2338 -0.2722 -0.4 0.0 0.2 0.12
H 3.5786 -1.4531 -2.6574 1.9 -1.0 -0.3 0.08
H 2.2910 0.1528 -3.7633 0.0 -0.4 -0.1 0.09
H 0.0170 0.8542 -2.7996 0.5 0.2 -0.2 0.11
H -1.9027 1.6143 -0.7003 -0.4 0.9 -0.5 0.12
```
Forces are in eV/Å.

Summary:
E in eV: -16667.955
Frontier orbital gap in eV: 8.6510
HOMO level in eV: -8.19
Net charge: 0
SMILES: Oc1ccc2oc3ccccc3c2c1
Energy relative to the best compared isomer or geometry (same formula, charge and spin) in kcal/mol: 0.0
LUMO level in eV: 0.5